[1]
A cluster of 2 separate species, C4H5ISi in total, computed with wB97M-V/def2-TZVPD.

Atoms and positions in Å:
C  0.30784  -0.96359  0.58090
C  -0.19561  -0.97963  -0.79220
C  0.42010  0.25383  1.22861
C  -0.42604  0.21830  -1.37385
Si  -0.05609  1.53730  -0.00177
I  -4.21814  0.17337  0.15057
H  0.64647  -1.99067  0.83169
H  -0.36959  -2.07241  -1.24633
H  0.85183  0.47903  2.16567
H  -0.65251  0.56686  -2.35832
H  -0.51998  2.89304  0.27468

Computed properties:
**Orbital gap (alpha / beta)**: 7.5 / 4.4 eV



[2]
A structure of composition C3H8N2OS, computed with wB97M-V/def2-TZVPD.

Atoms and positions in Å:
C  1.84780  -0.32392  -0.09949
C  0.54521  -0.97053  -0.75896
C  1.19175  0.52447  0.95461
N  -1.67716  0.18028  0.96918
N  -3.20892  0.22837  0.31013
O  -0.55429  1.52544  -0.89047
S  -0.45587  0.43017  0.07533
H  2.44282  -1.16551  0.13997
H  2.49476  0.14552  -0.87584
H  0.64595  -1.13841  -1.84861
H  0.16555  -1.95569  -0.30648
H  1.27636  0.06030  1.99469
H  1.70952  1.51942  1.10648
H  -3.09567  -0.18964  -0.67918
H  -3.32782  1.12973  -0.09136

Computed properties:
**Orbital gap**: 10.0 eV



[3]
A structure of composition C58H45N5O3P2Pb, computed with wB97M-V/def2-TZVPD.

Atoms and positions in Å:
Pb  0.72341  3.18927  21.82590
C  4.84160  2.85843  17.45852
C  4.25957  1.64374  17.33381
C  3.41907  1.15833  18.28240
C  2.99840  2.03678  19.31018
C  3.39598  3.41478  19.28422
C  4.37821  3.80267  18.37627
N  2.13309  1.63962  20.28434
N  2.31997  0.39413  20.59893
C  1.70552  -0.03995  21.69906
C  2.11749  -1.27276  22.23471
C  1.56352  -1.77637  23.35398
C  0.53692  -1.07458  24.01413
C  0.21408  0.16680  23.47704
N  0.80958  0.74420  22.38601
H  5.74945  3.08359  16.91545
H  4.41853  1.02016  16.49034
H  3.02222  0.15080  18.41516
H  3.01528  4.03901  20.02686
H  4.75512  4.79348  18.37945
H  2.91391  -1.78260  21.69324
H  1.97234  -2.69425  23.75205
H  0.20401  -1.36022  25.02702
H  -0.64817  0.70245  23.86439
N  3.99182  3.74300  22.36024
C  4.37399  4.12454  23.68219
C  5.78464  4.37528  23.96946
C  6.18039  4.65890  25.25679
C  5.21388  4.64182  26.29983
C  3.90423  4.30472  26.06555
C  3.42695  4.05662  24.76248
P  1.66613  3.89479  24.36099
C  1.07117  2.73592  25.63218
C  -0.02742  2.95405  26.41782
C  -0.25676  2.06583  27.55281
C  0.49513  0.94692  27.69860
C  1.54414  0.67800  26.82788
C  1.87792  1.60215  25.83901
C  1.03430  5.52938  24.87644
C  0.53807  6.40838  23.92742
C  -0.28958  7.44169  24.32402
C  -0.42509  7.79127  25.64062
C  0.13129  6.95810  26.61250
C  0.92123  5.87680  26.23874
H  4.49047  4.09461  21.54327
H  3.99041  2.71061  22.37828
H  6.52627  4.22160  23.20889
H  7.19639  4.97599  25.38460
H  5.45803  4.94845  27.30543
H  3.23192  4.23671  26.88673
H  -0.76308  3.75618  26.15499
H  -1.19569  2.15483  28.15430
H  0.17230  0.22541  28.47823
H  2.16777  -0.23751  27.08591
H  2.76735  1.43982  25.25080
H  0.84683  6.26546  22.87282
H  -0.88636  7.88527  23.51744
H  -1.00860  8.62618  25.91355
H  -0.11738  7.17884  27.63544
H  1.38840  5.30086  26.98605
O  -1.29062  7.35619  21.19858
C  -1.56826  6.18398  20.92205
O  -1.14671  5.60208  19.72721
C  -2.25895  5.23244  21.78427
C  -3.15634  5.82814  22.74526
C  -3.90920  5.01895  23.59381
C  -3.73768  3.60819  23.51367
C  -4.29984  2.70116  24.41852
C  -4.03645  1.35187  24.36263
C  -3.23091  0.90470  23.31512
C  -2.66915  1.75059  22.37403
C  -2.81956  3.11931  22.50879
N  -2.14636  3.92787  21.62503
H  -3.24172  6.91336  22.78175
H  -4.61701  5.46406  24.27864
H  -5.10670  3.06199  25.07886
H  -4.39957  0.72218  25.19130
H  -3.03412  -0.17212  23.25160
H  -2.18509  1.28045  21.52167
O  1.11520  5.79278  20.20278
C  0.20993  5.88833  19.38632
C  0.33908  6.36676  18.02425
C  1.37021  7.32099  17.87116
C  1.45403  8.07876  16.74185
C  0.49327  7.97938  15.77472
C  -0.46757  7.00627  15.88085
C  -0.56993  6.14940  16.96690
P  -1.72761  4.73739  16.96924
C  -3.33405  5.51444  16.75350
C  -3.54125  6.83209  17.22920
C  -4.83830  7.38049  17.20467
C  -5.92110  6.63912  16.57636
C  -5.66075  5.33784  16.14004
C  -4.42868  4.73859  16.41798
C  -1.34136  4.15760  15.23924
C  -2.18793  4.26479  14.15819
C  -1.83601  3.55534  13.01112
C  -0.60999  2.85017  12.91081
C  0.34597  3.08000  13.90028
C  -0.03224  3.73547  15.05455
H  2.07508  7.41518  18.65639
H  2.31273  8.74042  16.54615
H  0.49127  8.71516  14.96471
H  -1.24217  6.86493  15.10980
H  -2.75718  7.43046  17.68876
H  -4.94388  8.37468  17.55121
H  -6.95126  7.00344  16.49367
H  -6.39295  4.80354  15.61859
H  -4.26332  3.65235  16.34800
H  -3.04459  4.90089  14.20563
H  -2.59804  3.48342  12.22599
H  -0.32641  2.18430  12.08720
H  1.34608  2.68313  13.78936
H  0.76198  3.96572  15.79391

Computed properties:
**Total charge**: +2
**Orbital gap**: 4.5 eV



The evaluated relative energy (zero: lowest compared OMol25 entry of this formula, charge and spin) for the records listed, in turn: 69.4; 137.8; 22.9 kcal per mole.